The following is a quantum chemistry calculation of a cluster of 15 separate species, C76H97Cl9N6O12 in total at a distorted geometry, from the Open Molecules 2025 dataset.

The frontier orbital gap is 0.110 Eh. Its spin multiplicity is 1. Its total energy is -226575.335 eV. Its LUMO energy is -1.7 eV. The calculation puts the HOMO energy at -4.7 eV.

XYZ file:
```
200
C76H97Cl9N6O12, DFT wB97M-V/def2-TZVPD
C -0.533 -1.040 -4.992
N 0.509 -0.181 -4.395
C 1.296 -0.681 -3.432
C 2.334 0.118 -2.922
C 2.528 1.451 -3.233
C 1.654 1.925 -4.231
C 0.795 1.069 -4.871
C 3.476 2.319 -2.514
C 3.289 2.483 -1.143
C 4.234 3.125 -0.323
N 5.419 3.482 -0.834
C 5.638 3.377 -2.199
C 4.646 2.853 -3.046
C 6.416 4.190 -0.002
H 0.014 -1.899 -5.380
H -1.018 -0.476 -5.788
H -1.198 -1.348 -4.184
H 0.963 -1.629 -3.036
H 2.946 -0.309 -2.141
H 1.490 2.982 -4.379
H 0.043 1.368 -5.585
H 2.531 1.971 -0.570
H 4.085 3.269 0.737
H 6.562 3.789 -2.579
H 4.825 2.631 -4.087
H 6.567 3.530 0.852
H 5.936 5.117 0.310
H 7.275 4.256 -0.670
C -1.599 3.487 -1.698
N -1.356 2.219 -0.977
C -1.575 1.036 -1.566
C -1.230 -0.063 -0.926
C -0.721 -0.054 0.390
C -0.504 1.189 0.971
C -0.849 2.315 0.273
C -0.234 -1.272 1.049
C -0.854 -2.506 0.829
C -0.297 -3.650 1.368
N 0.725 -3.592 2.207
C 1.450 -2.434 2.367
C 0.960 -1.268 1.796
C 1.147 -4.860 2.823
H -2.426 3.316 -2.388
H -0.703 3.825 -2.219
H -1.861 4.308 -1.030
H -1.974 1.198 -2.556
H -1.355 -1.015 -1.422
H -0.081 1.358 1.950
H -0.716 3.342 0.578
H -1.734 -2.650 0.220
H -0.762 -4.611 1.203
H 2.224 -2.515 3.116
H 1.540 -0.364 1.911
H 1.897 -4.529 3.541
H 1.613 -5.613 2.187
H 0.339 -5.318 3.393
C -3.371 1.715 -9.248
C -2.108 2.506 -9.756
C -2.003 3.936 -9.268
C -1.188 3.887 -7.967
N -1.299 5.156 -7.114
C -0.689 4.933 -5.703
C -1.289 5.986 -4.808
C -2.746 6.035 -5.191
C -2.789 5.597 -6.672
C -0.520 6.279 -7.892
H -3.206 0.655 -9.436
H -4.229 1.989 -9.862
H -3.612 1.893 -8.200
H -2.246 2.563 -10.835
H -1.290 1.889 -9.382
H -2.917 4.528 -9.315
H -1.306 4.381 -9.978
H -0.111 3.750 -8.073
H -1.660 3.169 -7.297
H 0.394 4.874 -5.591
H -1.030 3.921 -5.487
H -0.730 6.903 -4.992
H -1.211 5.626 -3.782
H -3.284 6.975 -5.062
H -3.300 5.245 -4.683
H -3.144 6.382 -7.340
H -3.403 4.706 -6.801
H 0.527 5.975 -7.877
H -0.738 7.283 -7.526
H -0.885 6.236 -8.918
C -4.223 2.257 -5.170
O -2.946 1.839 -4.666
H -4.854 1.371 -5.234
H -4.649 3.014 -4.510
H -4.214 2.729 -6.152
C -2.017 -3.810 -2.405
O -0.677 -3.405 -2.122
H -2.142 -4.585 -3.162
H -2.252 -4.471 -1.570
H -2.831 -3.094 -2.523
C 1.024 5.399 2.030
O 0.492 5.544 0.755
H 0.190 5.478 2.727
H 1.641 4.516 2.202
H 1.723 6.225 2.161
Cl 4.309 1.086 2.870
O 4.154 0.510 4.147
O 3.154 1.797 2.672
O 5.484 1.822 2.769
O 4.269 0.131 1.777
O 1.114 5.404 -2.817
H 0.834 4.506 -3.081
Cl -4.144 -0.876 0.238
C -4.895 -2.324 1.080
C -5.078 -3.481 0.061
Cl -6.207 -4.591 0.652
H -5.889 -1.961 1.343
H -4.252 -2.639 1.901
H -4.137 -3.991 -0.145
H -5.533 -3.150 -0.872
Cl 3.075 -7.460 3.995
C 4.797 -7.515 4.623
C 5.733 -6.581 3.721
Cl 5.189 -4.828 3.754
H 5.115 -8.548 4.483
H 4.778 -7.175 5.659
H 5.754 -6.950 2.695
H 6.781 -6.613 4.020
Cl 3.663 -3.208 -3.338
C 2.843 -4.429 -2.309
C 2.542 -3.924 -0.955
Cl 4.025 -3.620 0.022
H 3.432 -5.346 -2.294
H 1.869 -4.615 -2.760
H 1.749 -4.556 -0.557
H 2.082 -2.943 -0.838
Cl -1.973 10.079 -0.569
C -1.403 8.363 -0.180
C -2.510 7.435 0.409
Cl -4.041 7.365 -0.457
H -0.554 8.413 0.501
H -1.006 8.021 -1.136
H -2.843 7.751 1.398
H -2.174 6.398 0.419
C -5.052 -8.427 0.113
C -4.251 -8.034 -1.116
C -2.840 -7.476 -0.897
C -2.535 -6.980 0.506
N -2.368 -6.576 1.582
H -5.793 -9.129 -0.272
H -5.643 -7.576 0.452
H -4.442 -8.719 0.968
H -4.781 -7.208 -1.591
H -4.267 -8.925 -1.744
H -2.831 -6.582 -1.521
H -2.124 -8.134 -1.389
C -4.868 4.791 2.794
C -3.706 5.541 3.028
C -2.579 4.987 3.597
C -2.496 3.647 3.851
C -3.590 2.848 3.435
C -4.782 3.400 2.848
C -3.588 1.352 3.604
O -4.532 0.573 3.398
C -2.387 0.706 4.157
C -2.273 -0.738 4.325
C -1.098 -1.348 4.711
C 0.025 -0.583 4.977
C -0.098 0.786 4.943
C -1.269 1.444 4.631
C -1.386 3.059 4.558
O -0.461 3.707 5.037
H -5.754 5.194 2.327
H -3.622 6.588 2.776
H -1.738 5.623 3.830
H -5.603 2.931 2.326
H -3.048 -1.412 3.991
H -1.030 -2.421 4.819
H 0.961 -0.981 5.340
H 0.670 1.432 5.342
C 5.083 -1.102 7.580
C 5.962 -1.744 8.438
C 5.759 -3.040 8.837
C 4.594 -3.756 8.359
C 3.738 -3.136 7.417
C 4.037 -1.861 7.045
C 2.481 -3.767 6.819
O 1.765 -3.323 5.944
C 2.238 -5.217 7.264
C 1.168 -5.935 6.750
C 0.922 -7.290 7.081
C 1.781 -7.962 7.948
C 2.785 -7.190 8.547
C 3.039 -5.825 8.202
C 4.191 -5.185 8.830
O 4.887 -5.733 9.638
H 5.340 -0.133 7.179
H 6.843 -1.175 8.693
H 6.530 -3.447 9.475
H 3.343 -1.380 6.372
H 0.569 -5.569 5.929
H 0.285 -7.850 6.412
H 1.623 -9.003 8.187
H 3.435 -7.496 9.353
```